[1]
A 3-piece molecular cluster, C27H43IN5O6P overall at a distorted geometry. Source: the OMol25 dataset; level of theory: ωB97M-V/def2-TZVPD.

Each line ends with the Löwdin charge.
Atoms and positions in Å:
H  4.12  -4.10  3.22  0.105
H  0.30  -2.46  -5.75  0.022
H  -0.55  -0.82  -4.58  0.102
H  -1.67  2.47  6.69  0.065
H  -1.61  -0.59  0.00  0.098
C  -1.49  0.90  1.55  -0.176
C  -3.33  1.55  5.61  -0.267
N  -5.01  4.95  2.31  0.154
C  -0.79  1.16  -0.93  -0.121
O  -0.81  -3.78  -3.60  -0.334
C  1.66  0.48  -1.02  -0.095
H  5.52  -1.55  0.15  0.101
C  2.32  -1.55  -2.14  -0.113
N  -2.16  0.83  -5.86  0.129
C  -1.55  -0.85  -4.15  -0.105
C  -2.20  0.47  -4.50  -0.498
H  -3.65  0.80  3.18  0.079
H  -3.44  -0.82  3.82  0.104
C  2.05  2.97  -1.12  -0.750
H  1.39  -3.86  -5.76  0.039
H  -2.92  1.75  7.74  0.064
H  1.02  3.29  -1.28  0.067
C  4.80  -1.54  -0.65  0.034
H  -2.78  0.67  -0.17  0.120
H  6.81  -6.08  2.07  0.092
H  7.59  -4.77  1.26  0.104
C  4.46  -2.61  -1.35  0.028
C  1.16  -2.92  -5.25  -0.252
O  5.90  -3.05  1.85  0.019
H  -6.81  3.24  1.78  0.093
H  -4.20  0.97  5.93  0.106
H  2.95  1.59  0.32  0.084
N  -5.89  2.86  1.87  0.159
H  -4.21  5.52  2.51  0.104
H  4.79  -5.69  3.22  0.092
C  4.10  -0.26  -0.97  -0.302
C  -2.32  0.63  4.91  -0.213
C  0.02  -0.89  -2.17  -0.136
H  -2.05  -1.68  -4.65  0.115
N  6.83  -5.12  1.81  0.151
H  -0.45  1.20  1.71  0.097
H  -2.18  -0.23  5.57  0.110
H  -1.34  1.49  -1.81  0.101
H  -1.71  1.73  -5.98  0.102
H  -0.39  2.05  -0.47  0.088
C  0.32  0.22  -1.39  -0.087
C  -2.74  2.31  6.82  -0.110
H  -1.76  -2.09  -2.36  0.111
O  4.67  0.81  -0.92  0.106
N  4.84  -4.73  2.94  0.153
C  2.66  2.76  -2.51  -0.178
C  5.86  -4.22  2.18  -0.673
P  0.80  -3.40  -3.50  0.955
H  -2.09  -0.40  -2.15  0.080
H  -2.22  -1.12  1.98  0.096
H  -1.70  0.12  -6.42  0.081
C  -1.84  -0.25  2.53  -0.190
H  2.04  -2.29  -5.31  0.039
C  3.45  -2.50  -2.43  -0.359
O  -3.67  3.12  2.25  0.017
H  3.69  2.42  -2.47  0.063
O  3.57  -3.10  -3.48  0.060
H  1.24  1.83  0.54  0.090
C  2.02  1.72  -0.21  -0.213
H  2.68  3.73  -3.01  0.057
H  -3.23  3.28  6.91  0.063
C  1.02  -1.81  -2.55  -0.216
H  -2.11  1.77  1.79  0.077
C  -2.91  0.11  3.58  -0.218
H  -3.69  2.26  4.86  0.085
H  -0.95  -0.59  3.06  0.106
H  -1.38  1.16  4.73  0.111
H  4.93  -3.56  -1.14  0.122
I  3.15  4.55  -0.16  0.815
H  -1.19  -3.53  -4.45  0.028
H  -5.91  5.37  2.23  0.092
H  -5.76  1.87  1.75  0.102
H  2.04  2.12  -3.13  0.080
C  -1.42  -1.10  -2.63  -0.124
O  -2.76  1.19  -3.71  0.080
C  2.65  -0.42  -1.38  -0.038
C  -4.78  3.61  2.15  -0.663
C  -1.74  0.48  0.10  -0.168

Computed properties:
**Electronic energy**: -65823.89781 eV
**Multiplicity**: 1
**HOMO**: -8.1 eV
**Gap between HOMO and LUMO**: 7.730 eV
**SMILES string**: CCCCCCCCc1c(C[C@H](C)I)c2c(c(P(C)O)c1CCC(N)=O)C(=O)C=CC2=O.NC(N)=O.NC(N)=O

[2]
C27H44BF4N2OPtSSi as an isolated structure. Source: the OMol25 dataset; level of theory: ωB97M-V/def2-TZVPD.

Each line ends with the Löwdin charge.
Atoms and positions in Å:
C  3.26  -3.52  -11.45  0.014
C  0.25  1.26  8.46  -0.037
H  -0.11  1.40  9.47  0.122
H  -2.14  -1.83  2.15  0.133
C  4.06  -2.54  4.31  -0.045
H  3.48  1.37  -1.83  0.087
H  1.99  -4.80  -9.31  0.153
H  3.88  3.52  1.19  0.100
C  -3.17  0.65  1.66  -0.131
C  2.95  -1.71  4.23  -0.093
C  -3.87  -1.40  3.39  -0.042
H  0.25  -3.58  -11.46  0.155
O  0.65  -0.03  3.56  -0.687
C  1.69  2.94  -0.38  -0.084
H  1.07  -2.20  -12.19  0.114
C  3.87  1.80  -0.91  -0.076
C  -3.58  0.72  4.60  -0.041
H  -2.25  2.10  3.55  0.141
C  -4.56  0.72  2.34  -0.041
H  2.14  3.92  -0.58  0.099
C  0.89  -2.71  -11.25  0.014
H  -1.73  -1.44  3.82  0.130
H  3.90  -0.83  1.61  0.034
C  3.14  -0.34  4.35  -0.417
C  2.77  1.99  0.15  -0.657
H  -5.39  -0.14  4.04  0.199
C  -2.27  1.05  3.86  -0.127
H  -5.34  0.27  1.74  0.146
H  -3.43  0.07  5.46  0.144
C  1.17  -0.18  6.77  -0.048
C  3.39  2.57  1.43  -0.092
C  5.32  -1.99  4.50  -0.036
H  4.14  1.91  1.86  0.075
H  1.22  -3.33  -8.67  0.107
H  0.89  3.03  5.64  0.116
C  0.67  0.00  8.05  -0.041
C  1.22  0.92  5.91  -0.394
C  2.06  -3.70  -9.24  0.012
H  3.49  -2.66  -12.08  0.130
H  0.89  3.09  0.35  0.072
H  0.64  -0.83  8.73  0.121
S  1.79  0.80  4.25  1.080
H  3.82  -1.19  -0.11  0.055
Si  2.02  0.32  0.53  0.563
H  -1.42  0.86  4.50  0.103
H  -2.90  1.62  1.26  0.134
H  -4.12  1.61  4.92  0.145
H  4.30  2.78  -1.16  0.098
H  -3.17  -0.07  0.84  0.134
H  6.18  -2.65  4.57  0.122
N  -2.16  0.22  2.64  -0.255
H  2.72  -2.01  1.01  0.048
F  -0.48  0.34  -2.50  0.275
F  1.31  -0.10  -1.03  0.017
B  -0.29  -0.23  -1.32  -1.080
H  3.93  -3.61  4.23  0.121
H  2.98  -4.31  -12.17  0.151
H  1.96  -2.11  4.07  0.116
F  -0.80  0.60  -0.23  -0.034
C  0.32  2.35  7.60  -0.049
H  -4.46  -1.86  2.59  0.144
H  -4.85  1.74  2.59  0.144
H  0.31  -2.10  -10.55  0.118
C  2.08  -3.27  -10.64  -0.201
C  5.50  -0.62  4.61  -0.040
H  3.02  -3.53  -8.75  0.122
C  -2.39  -1.19  3.00  -0.127
H  -3.99  -1.99  4.29  0.145
H  6.49  -0.21  4.75  0.123
Pt  0.03  0.32  1.69  0.939
C  3.22  -1.07  0.79  -0.144
C  4.40  0.22  4.52  -0.073
H  1.24  2.59  -1.31  0.084
N  -4.46  -0.04  3.64  -0.077
H  2.63  2.78  2.18  0.057
H  0.01  3.33  7.94  0.120
F  -0.57  -1.51  -1.12  0.241
H  4.13  -3.85  -10.89  0.110
H  1.53  -1.15  6.45  0.115
H  4.68  1.17  -0.55  0.083
C  0.81  2.18  6.32  -0.081
H  4.53  1.30  4.59  0.122

Computed properties:
**Charge**: +3
**Electronic energy**: -67229.10077 eV
**Multiplicity**: 1
**HOMO**: -15.5 eV
**Gap between HOMO and LUMO**: 7.343 eV
**ΔE to the lowest compared entry with this formula, charge and spin**: 0.000 eV

[3]
C27H44BaBrNOP2 as an isolated structure at a distorted geometry. Source: the OMol25 dataset; level of theory: ωB97M-V/def2-TZVPD.

Each line ends with the Löwdin charge.
Atoms and positions in Å:
H  -5.32  -3.18  -2.07  0.070
C  5.30  -0.77  -0.88  -0.114
H  0.42  -4.75  -4.26  0.063
C  3.67  -0.39  -4.55  -0.102
C  4.14  0.18  -1.17  -0.321
C  1.44  1.70  -1.55  -0.074
H  -2.35  -2.71  -1.39  0.017
C  2.08  -1.90  -0.75  -0.326
Br  -1.17  -0.29  -0.84  0.160
C  -0.38  2.49  -2.93  -0.363
C  -1.50  5.66  -7.60  -0.103
C  2.58  -3.34  -0.89  -0.108
C  3.24  -1.44  -3.49  -0.303
H  0.98  -1.83  -0.82  0.008
H  -3.16  -0.05  1.32  0.075
H  -1.99  -0.62  -4.39  0.020
C  1.52  0.52  -2.30  -0.351
H  5.03  -1.50  -0.11  0.083
C  -0.66  -4.64  -4.10  -0.157
H  5.63  -1.31  -1.78  0.079
H  -1.11  0.93  1.82  0.029
C  -1.92  4.80  -6.57  -0.006
H  4.04  -2.17  -3.29  0.100
C  -1.90  4.24  -4.16  0.066
H  -3.97  2.50  0.55  0.065
Ba  -3.17  1.57  -2.47  1.771
H  -2.03  1.17  3.35  0.090
H  2.38  -2.01  -3.87  0.097
O  -3.48  1.72  0.33  -0.318
H  2.35  -3.89  0.04  0.093
C  -1.96  1.45  2.29  -0.090
H  -0.86  1.26  -4.66  0.124
C  -3.24  1.00  1.60  -0.283
H  -0.65  8.37  -5.97  0.125
H  -3.82  -0.68  -4.24  0.029
C  0.52  2.67  -1.88  -0.019
H  2.02  1.78  -0.63  0.117
H  -4.50  -3.52  -0.53  0.072
C  -1.42  6.57  -5.00  0.008
H  -1.80  2.53  2.21  0.083
H  -0.54  -2.53  -4.56  0.061
H  -0.94  -5.31  -3.28  0.075
H  3.84  0.68  -0.24  0.104
H  -2.29  3.82  -6.83  0.110
H  3.65  -0.86  -5.55  0.094
H  6.16  -0.21  -0.51  0.093
C  -0.25  1.34  -3.75  -0.127
H  -0.61  -2.87  -2.80  0.044
P  -2.80  -2.81  -3.78  0.977
H  -1.17  -4.99  -5.01  0.072
H  2.07  -3.87  -1.70  0.076
C  -2.91  -1.19  -4.62  -0.502
H  4.69  -0.01  -4.36  0.088
H  -3.33  -0.53  -6.66  0.068
C  -0.99  -3.17  -3.79  -0.429
C  -1.43  3.44  -3.32  -0.204
H  2.35  -1.48  0.23  0.109
C  -1.03  7.35  -6.10  -0.099
H  -4.19  -4.53  -1.94  0.068
H  3.66  -3.41  -1.06  0.072
N  -1.08  6.91  -7.36  0.081
H  -1.50  5.33  -8.64  0.123
H  2.96  0.44  -4.56  0.063
P  2.78  -0.71  -1.89  1.006
H  -4.13  1.11  2.23  0.126
H  -3.83  -2.20  -6.33  0.074
H  -3.56  -1.50  -1.88  -0.008
C  -4.38  -3.50  -1.62  -0.167
C  -3.24  -2.55  -2.02  -0.503
H  4.40  0.96  -1.89  0.110
C  -3.06  -1.45  -6.13  -0.163
H  -1.39  7.01  -4.02  0.118
C  0.70  0.37  -3.43  -0.120
H  0.55  3.63  -1.35  0.140
H  -2.13  -1.83  -6.58  0.077
C  -1.79  5.22  -5.22  -0.217
H  0.71  -0.55  -4.02  0.106

Computed properties:
**Charge**: +2
**Electronic energy**: -121550.52132 eV
**Multiplicity**: 1
**HOMO**: -12.5 eV
**Gap between HOMO and LUMO**: 5.954 eV
**ΔE to the lowest compared entry with this formula, charge and spin**: 0.000 eV

[4]
C27H44BiN3S2Si2 as an isolated structure at a distorted geometry. Source: the OMol25 dataset; level of theory: ωB97M-V/def2-TZVPD.

Each line ends with the Löwdin charge.
Atoms and positions in Å:
H  4.20  0.78  -1.34  0.090
Bi  0.38  -0.59  -0.36  1.576
H  1.98  -0.30  5.06  0.032
H  2.15  -5.31  -3.27  0.058
H  -2.84  -4.08  -2.11  0.084
C  -2.17  -1.44  2.23  -0.198
C  -1.02  3.80  -3.05  -0.079
H  0.25  -3.59  1.02  -0.003
H  -0.20  3.18  3.36  0.021
H  -2.38  -4.94  -0.60  0.103
Si  -0.40  -1.87  2.77  0.345
H  -2.30  -3.16  -0.68  0.058
H  -2.54  -0.62  -0.76  -0.027
N  2.94  -1.82  -1.22  0.007
C  4.70  -0.11  -0.85  -0.079
H  -2.77  -2.39  2.38  0.043
C  1.71  3.13  -3.58  -0.091
H  -3.44  1.49  1.15  0.061
C  -2.41  4.00  -3.09  -0.109
C  1.44  0.67  4.90  -0.200
C  -2.80  2.10  -1.65  -0.135
H  2.68  2.92  2.67  0.037
H  -0.83  -4.27  2.27  0.030
C  -2.14  -4.06  -1.26  -0.075
H  -1.30  1.75  3.50  0.023
H  3.48  1.36  2.54  0.028
C  -0.73  -4.14  -1.73  -0.612
N  -0.91  1.28  -0.43  -0.141
C  2.71  -2.95  -1.98  -0.346
H  2.51  1.97  1.14  -0.001
C  1.57  3.64  -1.08  -0.076
H  1.85  -1.05  2.05  -0.025
Si  1.07  1.01  3.03  0.428
H  -4.34  3.47  -2.29  0.110
C  4.15  -1.36  -1.46  -0.605
H  -4.23  -1.00  -0.97  0.089
H  0.35  -2.02  5.25  0.028
C  0.03  -3.58  2.11  -0.195
C  1.44  -3.66  -2.03  -0.329
C  -3.28  3.22  -2.35  -0.070
H  -0.38  4.47  -3.59  0.091
H  -2.82  4.79  -3.69  0.077
H  -5.06  0.88  0.74  0.079
C  -4.25  1.54  0.39  -0.066
C  -3.81  1.12  -1.01  -0.405
C  -3.43  -0.30  -1.30  -0.120
H  -2.29  -1.11  1.17  -0.019
H  -2.60  -0.63  2.89  0.043
H  1.66  4.20  -3.85  0.077
C  1.09  2.77  -2.23  -0.431
H  1.41  4.72  -1.24  0.090
S  5.13  -2.38  -2.54  1.061
H  2.66  3.43  -0.93  0.077
C  2.55  1.90  2.24  -0.206
H  1.37  1.73  -1.99  0.069
H  -1.15  -2.91  4.89  0.051
H  -1.16  -1.12  5.09  0.029
H  3.81  -4.31  -3.27  0.067
H  5.78  -0.05  -1.03  0.072
H  1.22  2.55  -4.38  0.087
C  0.85  -0.62  2.04  -0.584
C  -0.45  2.19  2.95  -0.188
H  2.78  2.81  -3.59  0.074
C  -1.33  1.90  -1.47  -0.365
H  4.48  -0.10  0.25  0.097
C  3.77  -3.38  -2.73  -0.380
H  -0.73  2.33  1.87  0.006
H  0.55  0.67  5.54  0.014
H  1.05  3.34  -0.16  0.057
C  -0.44  2.79  -2.32  -0.143
H  0.92  -4.02  2.60  0.037
H  -4.73  1.28  -1.62  0.125
H  -4.63  2.58  0.40  0.080
S  -0.22  -5.51  -2.72  1.065
H  2.13  1.49  5.25  0.036
C  -0.58  -1.95  4.64  -0.209
C  1.35  -4.82  -2.76  -0.365
N  0.23  -3.28  -1.46  -0.029
H  -3.25  -0.46  -2.39  0.097

Computed properties:
**Electronic energy**: -76447.46215 eV
**Multiplicity**: 1
**HOMO (spin up / spin down)**: -5.8 / -5.9 eV
**Gap between HOMO and LUMO (spin up / spin down)**: 4.867 / 5.033 eV
**ΔE to the lowest compared entry with this formula, charge and spin**: 0.000 eV

What is the multiplicity in the fourth record?
1